(1)
C4H8O3 | ωB97M-V/def2-TZVPD

XYZ file:
```
15
Properties=species:S:1:pos:R:3:forces:R:3:lowdin_charge:R:1
C 1.228129 2.023086 0.401981 3.3 4.2 1.7 -0.158
C -0.050762 0.373829 -0.530062 -1.0 -0.3 3.4 -0.428
C -0.274570 -1.151724 -0.485836 -4.9 4.2 -5.3 -0.365
C -0.678660 -1.722053 0.706114 -1.2 -2.5 9.4 -0.089
H 2.497920 1.963595 0.666917 -3.8 0.7 1.2 0.170
H 1.555866 2.624411 -0.442430 -1.2 -0.6 -1.4 0.049
H 0.289642 2.792653 0.883715 3.2 -2.8 -0.6 0.184
H 0.559375 -1.385573 -0.914117 5.2 -2.9 -1.9 0.087
H 0.259289 -1.416683 1.679818 -2.9 -0.8 -3.1 0.192
H -0.785352 -2.900566 0.917162 0.6 2.6 -1.4 0.119
H -1.721323 -1.340791 1.191109 2.5 -0.4 -1.5 0.131
H -1.820984 -0.403083 -1.756228 2.5 -3.7 0.5 0.171
O 1.001944 0.689160 0.273448 -1.0 -1.3 -1.7 -0.072
O -0.823570 1.201888 -0.906038 0.0 0.2 -1.1 0.129
O -1.236943 -1.348150 -1.685552 -1.3 3.4 1.7 -0.119
```
Forces are in eV/Å.

The calculation puts the maximum force at 0.1910 Eh/bohr. Its total energy is -10415.257 eV. The calculation puts the LUMO energy at 0.629 eV. The energy above the lowest of the compared OMol25 structures with the same formula, charge and spin is 132.5 kcal/mol.

***

(2)
C4H8O3 | ωB97M-V/def2-TZVPD

XYZ file:
```
15
Properties=species:S:1:pos:R:3:forces:R:3:lowdin_charge:R:1
C -0.244710 -0.092029 -1.827122 0.0 0.3 -0.1 -0.031
C 0.727255 0.120666 -0.624848 -0.3 -0.5 0.1 -0.549
O 0.888982 1.396407 -0.173007 0.3 0.2 0.6 -0.180
C 0.092898 -0.638815 0.494710 0.3 0.5 1.2 0.013
O 1.055079 0.179036 1.862482 -0.8 -1.3 -0.6 -0.010
C -1.239033 -0.121523 1.000414 0.0 -0.5 0.3 -0.224
O -1.860322 -0.738254 1.836485 0.1 0.5 -0.6 0.079
H 0.228155 0.418669 -2.664085 -0.1 0.0 -0.1 0.083
H -0.400668 -1.145210 -2.118532 0.2 0.3 0.3 0.088
H -1.226879 0.369696 -1.669843 0.2 0.0 0.1 0.077
H 1.667281 -0.394524 -0.926274 -0.1 0.2 0.2 0.148
H 1.135064 1.036727 1.114359 -0.2 0.4 -1.8 0.086
H 0.169403 -1.740314 0.449466 0.3 0.6 0.9 0.160
H 0.513826 0.481401 2.623621 0.1 -0.6 -0.6 0.116
H -1.520601 0.866156 0.593262 -0.2 -0.2 0.2 0.143
```
Forces are in eV/Å.

The calculation puts the maximum force at 0.0364 Eh/bohr. Its total energy is -10416.741 eV. The calculation puts the LUMO energy at -0.864 eV. The energy above the lowest of the compared OMol25 structures with the same formula, charge and spin is 98.3 kcal/mol.

***

(3)
C4H8O3 | ωB97M-V/def2-TZVPD

XYZ file:
```
15
Properties=species:S:1:pos:R:3:forces:R:3:lowdin_charge:R:1
O -1.198718 -1.862628 0.048879 -0.6 -0.5 0.5 0.084
C -1.663746 -0.789225 0.264625 0.8 0.4 -0.9 -0.423
O -1.841907 -0.262307 1.490705 0.3 0.2 0.3 0.067
H -1.871734 -0.088906 -0.557656 -0.3 0.0 0.0 0.134
H -1.569213 0.670431 1.431949 -0.5 -0.2 0.1 0.112
C 2.029017 1.399924 1.057562 0.7 0.1 -0.3 -0.109
C 1.313952 1.243223 -0.245989 0.1 -0.1 -0.5 -0.149
C 0.947099 0.072303 -0.756672 1.1 0.1 -0.1 -0.250
O 0.241295 -0.042632 -1.932455 -0.3 0.9 0.5 -0.018
H 1.666567 2.281302 1.585321 -0.3 -0.3 0.4 0.068
H 1.985059 0.480634 1.639028 -0.2 0.2 0.3 0.075
H 3.100206 1.613109 0.922675 -0.2 -0.1 -0.2 0.075
H 1.202158 2.113286 -0.890270 -0.4 0.1 0.3 0.111
H 1.339158 -0.859359 -0.352313 -0.6 -0.1 0.3 0.129
H 0.748407 -0.556572 -2.545050 0.3 -0.6 -0.5 0.092
```
Forces are in eV/Å.

The calculation puts the maximum force at 0.0245 Eh/bohr. The structure (SMILES) is C/C=C/O.O=CO. Its total energy is -10418.919 eV. The calculation puts the LUMO energy at 0.757 eV. The energy above the lowest of the compared OMol25 structures with the same formula, charge and spin is 48.1 kcal/mol.

***

(4)
C4H8O3 | ωB97M-V/def2-TZVPD

XYZ file:
```
15
Properties=species:S:1:pos:R:3:forces:R:3:lowdin_charge:R:1
C 1.689560 0.646912 -0.356513 0.0 0.0 0.0 -0.036
C 0.264983 0.289384 -0.742310 0.1 0.3 0.1 -0.399
O 0.268958 -1.027258 -1.275487 -0.3 0.0 -0.1 -0.025
C -0.729794 0.349779 0.424980 0.2 -0.1 0.0 -0.327
O -2.032717 0.431273 -0.089706 -0.1 -0.1 0.1 -0.010
C -0.608184 -0.918523 1.254865 -0.3 -0.2 0.1 -0.173
O -1.579744 -1.605696 1.475948 0.4 0.3 0.0 0.068
H 2.353490 0.431272 -1.198331 -0.1 0.1 0.1 0.088
H 1.760869 1.713773 -0.119244 0.0 -0.2 0.0 0.087
H 2.041707 0.071656 0.507222 -0.1 0.1 -0.1 0.079
H -0.097696 1.002365 -1.498612 0.1 -0.1 0.1 0.152
H -0.640071 -1.213030 -1.552884 0.2 -0.1 0.0 0.106
H -0.501585 1.209656 1.079431 0.0 -0.1 -0.1 0.162
H -2.555784 -0.217946 0.413158 0.0 0.1 -0.1 0.091
H 0.388100 -1.195532 1.642290 -0.1 0.1 0.0 0.137
```
Forces are in eV/Å.

The calculation puts the maximum force at 0.0099 Eh/bohr. The structure (SMILES) is C[C@@H](O)[C@@H](O)C=O. Its total energy is -10419.663 eV. The calculation puts the LUMO energy at 0.837 eV. The energy above the lowest of the compared OMol25 structures with the same formula, charge and spin is 30.9 kcal/mol.

***

(5)
C4H8O3 | ωB97M-V/def2-TZVPD

XYZ file:
```
15
Properties=species:S:1:pos:R:3:forces:R:3:lowdin_spin:R:1
O 0.250495 -1.700462 -1.020053 -0.3 -0.8 1.3 0.008
C 0.524368 -0.538538 -0.957582 0.4 1.3 -2.5 0.001
O 1.596546 0.003583 -1.569106 -0.7 -0.7 0.1 0.006
C -0.410384 0.567817 -0.564920 -0.1 0.3 0.5 0.076
C -0.978050 0.444807 0.890991 1.3 0.5 0.7 0.144
C -0.871456 1.747483 1.664223 0.1 0.0 -1.6 0.019
O -0.278301 -0.589954 1.518897 -0.9 0.2 -0.2 0.629
H 1.861119 -0.677974 -2.215131 0.7 0.1 0.2 0.000
H 0.170875 1.489232 -0.635360 -0.2 0.1 0.4 0.014
H -1.206572 0.644517 -1.303251 0.0 -0.3 0.0 -0.001
H -2.045528 0.106158 0.869641 0.0 -0.3 -0.2 0.093
H 0.161299 2.081939 1.571777 0.3 -0.2 0.8 0.007
H -1.333416 2.455421 0.971147 -0.7 0.2 0.6 0.000
H -1.291705 1.736879 2.660359 0.0 0.1 0.1 0.001
H -0.252386 -1.346122 0.872206 0.2 -0.5 0.0 0.003
```
Forces are in eV/Å.

The calculation puts the maximum force at 0.0558 Eh/bohr. Its total energy is -10409.925 eV. As for the charge: +1. The calculation puts the LUMO energy (alpha / beta) at -3.584 / -10.095 eV. The energy above the lowest of the compared OMol25 structures with the same formula, charge and spin is 10.0 kcal/mol. The spin multiplicity is 2.

***

(6)
C4H8O3P | ωB97M-V/def2-TZVPD

XYZ file:
```
16
Properties=species:S:1:pos:R:3:forces:R:3:lowdin_charge:R:1
C 1.052564 -1.452901 0.329848 0.0 -1.9 0.9 -0.086
C 1.329516 0.905985 0.424809 0.6 3.9 0.9 -0.108
C 1.270353 -0.238784 -0.548745 3.0 -1.0 -2.8 -0.272
C -2.486462 0.577430 -0.316443 -0.3 -0.2 0.7 -0.049
O -0.420063 -1.508399 0.517212 -0.9 1.2 0.7 -0.124
O -0.063435 0.981673 0.858759 -0.9 -0.3 0.0 -0.153
O 0.017474 -0.071557 -1.297626 1.3 0.5 -1.4 -0.076
P -0.854031 -0.068521 -0.031227 -0.7 0.2 2.0 0.708
H 1.234321 -2.485198 -0.043132 0.4 1.1 -0.1 0.162
H 1.644490 -1.240655 1.268154 -1.2 -0.8 -0.7 0.153
H 1.897483 0.664826 1.356599 -0.1 0.3 -1.1 0.145
H 1.558118 2.052734 0.114842 -0.1 -3.1 0.2 0.200
H 2.148832 -0.450828 -1.302859 -1.8 0.9 1.5 0.223
H -2.486833 1.637742 0.023553 0.0 -0.9 0.6 0.104
H -3.352565 -0.040992 0.018907 0.8 0.6 -0.2 0.106
H -2.489762 0.737446 -1.372651 -0.3 -0.5 -1.1 0.067
```
Forces are in eV/Å.

The calculation puts the maximum force at 0.0827 Eh/bohr. Its total energy is -19702.124 eV. As for the charge: +1. The calculation puts the LUMO energy at -3.347 eV. The energy above the lowest of the compared OMol25 structures with the same formula, charge and spin is 0.0 kcal/mol.

***

The highest maximum force belongs to which entry? number 1